A cluster of 2 separate species, C5H8NO in total at a distorted geometry. Source: the Open Molecules 2025 dataset; level of theory: the ωB97M-V functional and the def2-TZVPD basis.

Element x y z (Å)
O1 -1.275 2.289 0.665
N1 -0.788 1.117 0.616
C1 2.351 0.627 0.054
C2 1.848 1.446 0.965
C3 2.641 -0.295 -0.643
C4 -1.431 -1.011 -0.068
C5 -0.574 0.246 -0.484
H1 3.084 -0.873 -1.486
H2 2.014 1.238 2.048
H3 -1.058 -1.763 -0.728
H4 0.381 -0.274 -0.491
H5 -1.060 -1.241 0.918
H6 -0.900 0.644 -1.383
H7 1.587 2.491 0.706
H8 -2.490 -0.945 -0.077

Calculated values
Total charge: -1
E_HOMO (alpha / beta) in hartree: -0.063 / -0.063
Orbital gap (alpha / beta) in eV: 5.907 / 5.907
Energy relative to the best compared isomer or geometry (same formula, charge and spin) in eV: 4.9046
Multiplicity: 1

Atom charges from the Mulliken analysis, given in e for atoms 1 to 5: -0.508 -0.122 0.092 -1.070 -0.331